[1]
This record from the Open Molecules 2025 dataset describes C20H47Ba2N3O12Sr as an isolated structure at a distorted geometry. The level of theory is the ωB97M-V functional and the def2-TZVPD basis.

Properties
HOMO energy = -15.846 eV
LUMO level = -13.20 eV
2S+1 = 1
net charge = +4

Cartesian coordinates (Å):
Sr 27.3434 6.7337 -1.2483
Ba 23.1740 8.5141 -1.5749
Ba 21.3296 8.0600 2.7452
O 25.4216 5.6005 4.2605
C 24.8231 6.8468 4.2198
O 25.4749 7.8344 4.5264
O 23.6088 6.8267 3.7840
H 26.2591 5.7871 4.7059
O 24.6599 5.6041 1.6725
C 24.2027 6.2885 0.6775
O 23.1417 6.9799 0.8225
O 24.9028 6.3245 -0.3990
H 24.1424 5.8613 2.5187
C 21.4514 4.2984 2.1610
O 20.5893 5.4449 2.3008
C 19.2348 5.0220 2.0496
C 18.2394 6.0303 2.5721
N 18.6751 7.4357 2.3531
C 17.9579 8.3188 3.3165
C 18.2415 9.7684 3.0681
O 19.6370 10.1622 3.0960
C 19.7992 11.5752 3.1336
H 21.3782 3.6706 3.0478
H 22.4805 4.6407 2.0994
H 21.2547 3.7632 1.2317
H 19.0775 4.0622 2.5445
H 19.0976 4.8634 0.9719
H 18.2373 5.9252 3.6608
H 17.2211 5.8768 2.2172
H 18.4352 7.7765 1.4221
H 18.1900 8.0126 4.3454
H 16.8882 8.0827 3.2693
H 17.7388 10.4409 3.7686
H 17.8193 10.0294 2.0828
H 19.2679 12.0084 3.9858
H 19.3548 12.0429 2.2471
H 20.8519 11.8324 3.2053
C 18.1452 2.1051 -5.4846
O 19.4540 2.1140 -4.9753
C 20.1920 0.9693 -5.3767
C 21.6430 1.1725 -5.0072
N 21.8104 0.9943 -3.5538
C 23.2166 0.9276 -3.1832
C 23.3693 0.7310 -1.6783
O 23.3996 2.0004 -1.0231
C 23.5977 1.9176 0.3836
H 17.6297 1.1432 -5.3683
H 18.1075 2.3498 -6.5521
H 17.5592 2.8308 -4.9199
H 20.0705 0.8387 -6.4587
H 19.8574 0.0617 -4.8681
H 22.1186 2.0972 -5.3607
H 22.1859 0.3548 -5.4983
H 21.4353 1.8389 -3.1271
H 23.7310 1.8543 -3.4889
H 23.6311 0.0260 -3.6334
H 24.3137 0.1847 -1.5370
H 22.5620 0.0874 -1.3173
H 22.5988 1.9958 0.8322
H 24.2243 2.7521 0.7063
H 23.9955 0.9717 0.7564
C 26.2101 4.2616 -4.2368
O 26.8567 4.4318 -2.9775
C 26.7170 3.2594 -2.1378
C 27.6894 3.3808 -1.0193
N 27.3094 4.4585 -0.0624
C 28.4252 4.5990 0.9038
C 28.2928 5.6750 1.9421
O 28.1736 6.9960 1.3138
C 27.6690 7.9828 2.2431
H 25.1524 4.0101 -4.1276
H 26.6682 3.4389 -4.7956
H 26.3926 5.1664 -4.8127
H 26.9652 2.4006 -2.7717
H 25.6763 3.0896 -1.8267
H 28.7223 3.4692 -1.3605
H 27.7085 2.4332 -0.4603
H 26.4663 4.1314 0.4010
H 29.3933 4.7041 0.4044
H 28.4880 3.6566 1.4673
H 29.1886 5.7220 2.5604
H 27.4066 5.5710 2.5745
H 27.9868 7.7721 3.2616
H 26.5758 7.9907 2.2010
H 28.0824 8.9459 1.9505

These are the Mulliken partial charges, in e, on atoms 1 to 8: 1.92 1.81 1.86 -0.43 0.50 -0.60 -0.77 0.33

[2]
This record from the Open Molecules 2025 dataset describes a 11-piece molecular cluster, C22H66O22 overall at a distorted geometry. The level of theory is the ωB97M-V functional and the def2-TZVPD basis.

Properties
energy above the lowest of the compared OMol25 structures with the same formula, charge and spin = 83.5 kcal per mole
HOMO energy = -9.383 eV
LUMO level = -0.28 eV
2S+1 = 1
SMILES = OCCO.OCCO.OCCO.OCCO.OCCO.OCCO.OCCO.OCCO.OCCO.OCCO.OCCO

Cartesian coordinates (Å):
O -2.9462 16.7982 -4.9094
C -2.1531 17.8395 -5.4499
C -2.1550 18.9685 -4.4927
O -1.3264 18.6264 -3.4053
H -2.9288 15.9807 -5.4125
H -1.1580 17.4573 -5.6773
H -2.5504 18.1826 -6.4052
H -3.1746 19.1953 -4.1813
H -1.7192 19.8536 -4.9560
H -1.5980 17.7430 -3.1457
O 0.0634 23.3399 -2.3872
C -0.3823 23.7126 -3.6562
C -1.6254 22.9869 -4.1912
O -2.6930 23.3215 -3.2951
H -0.0738 24.0694 -1.7784
H -0.5584 24.7882 -3.6696
H 0.5058 23.4870 -4.2464
H -1.4235 21.9195 -4.2804
H -1.8033 23.4105 -5.1796
H -2.3797 23.1052 -2.4138
O -1.2830 15.7107 0.3421
C -0.7485 14.9385 -0.7124
C -1.8368 14.9074 -1.7751
O -2.2811 16.1966 -2.0860
H -1.9503 16.2378 -0.1034
H 0.0495 15.5884 -1.0715
H -0.4993 13.9400 -0.3533
H -2.6935 14.2561 -1.6018
H -1.4068 14.5597 -2.7144
H -2.8558 16.1857 -2.8550
O -4.6376 13.0178 -7.7560
C -3.7830 13.4594 -8.7700
C -2.6695 14.3320 -8.1721
O -3.2651 15.6142 -7.7713
H -5.1123 12.2443 -8.0690
H -3.4289 12.6886 -9.4546
H -4.2904 14.0826 -9.5063
H -1.8330 14.4229 -8.8650
H -2.1717 13.7663 -7.3845
H -3.1981 16.2488 -8.4886
O -5.3393 17.4940 -2.9003
C -6.2660 16.3753 -2.7430
C -5.9772 15.7112 -1.3504
O -7.0104 14.8486 -0.9166
H -5.0859 17.6456 -3.8138
H -7.3256 16.5627 -2.9171
H -5.9797 15.6798 -3.5319
H -5.7997 16.4331 -0.5533
H -5.0253 15.1931 -1.4670
H -6.5264 14.1986 -0.4019
O -7.0427 17.3314 -9.4932
C -7.3494 17.7425 -8.2084
C -6.4244 17.0995 -7.1386
O -6.2170 15.6530 -7.2208
H -7.7934 17.5104 -10.0641
H -7.2184 18.8224 -8.1393
H -8.3807 17.5416 -7.9186
H -6.7824 17.2315 -6.1176
H -5.4071 17.4901 -7.1645
H -5.3138 15.3677 -7.0646
O -6.9483 21.1998 -6.7731
C -6.6315 21.5466 -5.4433
C -5.1568 21.2167 -5.0761
O -4.2527 22.3331 -5.3905
H -6.3187 21.6733 -7.3217
H -6.9725 22.5622 -5.2423
H -7.2633 20.9307 -4.8032
H -4.9241 20.2664 -5.5566
H -5.1524 21.0132 -4.0053
H -3.6479 22.4569 -4.6552
O -3.8732 13.8193 -5.0610
C -4.8782 13.1498 -4.3807
C -4.7157 11.6369 -4.6153
O -5.7430 10.9744 -3.8382
H -4.1351 13.8360 -5.9844
H -4.8696 13.4537 -3.3340
H -5.8383 13.4583 -4.7945
H -3.8210 11.1073 -4.2880
H -4.9328 11.3074 -5.6314
H -5.7031 10.0763 -4.1749
O -2.1709 22.8101 -7.6690
C -2.0427 22.4231 -9.0485
C -1.3787 21.0037 -9.1103
O -2.3012 20.0490 -8.6513
H -2.8146 22.1874 -7.3233
H -3.0247 22.4041 -9.5212
H -1.5694 23.2128 -9.6321
H -0.4323 20.9983 -8.5696
H -1.1695 20.7075 -10.1382
H -2.3170 19.2813 -9.2275
O 1.5549 21.3743 0.4570
C 0.1538 21.3757 0.4309
C -0.2918 20.1286 -0.2816
O -1.4884 20.2974 -1.0070
H 1.8244 22.0828 1.0461
H -0.2257 21.3313 1.4517
H -0.0792 22.3231 -0.0550
H -0.4405 19.2807 0.3870
H 0.4491 19.7910 -1.0063
H -1.4083 19.8234 -1.8379
O 3.8243 18.5645 -6.2026
C 2.7002 17.8756 -5.6124
C 2.1518 18.6267 -4.4078
O 1.6331 17.7218 -3.4026
H 3.9348 18.2882 -7.1153
H 1.8955 17.7876 -6.3423
H 3.0066 16.8651 -5.3422
H 1.4057 19.4003 -4.5900
H 2.9905 19.2671 -4.1347
H 0.6735 17.6995 -3.3905

These are the Mulliken partial charges, in e, on atoms 1 to 8: 0.33 -0.60 0.34 0.17 -0.28 0.36 0.15 -0.32

[3]
This record from the Open Molecules 2025 dataset describes a 11-piece molecular cluster, C67H75BrClN11O7 overall at a distorted geometry. The level of theory is the ωB97M-V functional and the def2-TZVPD basis.

Properties
HOMO energy = -7.754 eV
LUMO level = -1.93 eV
2S+1 = 1
SMILES = CC(=O)OCC1=C(Cl)C(=O)c2c(C[C@H](C)O)cc(CC(=O)Br)c(CCC(=O)Nc3ccccc3)c2C1=O.c1cc[nH]c1.c1cc[nH]c1.c1cc[nH]c1.c1cc[nH]c1.c1cc[nH]c1.c1cc[nH]c1.c1cc[nH]c1.c1cc[nH]c1.c1cc[nH]c1.c1cc[nH]c1

Cartesian coordinates (Å):
C 3.3157 1.6076 -7.6545
C 2.7273 1.9504 -6.3117
O 3.4067 2.3842 -5.4320
O 1.3813 1.7325 -6.0993
C 1.0373 0.3711 -6.3693
C -0.0326 -0.1706 -5.4544
C -0.5183 -1.3874 -5.6936
Cl 0.0459 -2.3241 -7.0398
C -1.5312 -2.0675 -4.8289
O -1.5772 -3.2770 -4.8363
C -2.3846 -1.1844 -3.9896
C -3.5894 -1.6540 -3.4711
C -4.1697 -3.0415 -3.6681
C -5.0355 -3.5141 -2.4747
C -4.8156 -5.0111 -2.1884
O -6.4012 -3.1916 -2.7221
C -4.3308 -0.7526 -2.7191
C -3.9140 0.5347 -2.4463
C -4.8246 1.3683 -1.5659
C -6.2861 1.1003 -1.8870
O -6.7144 1.1991 -2.9837
Br -7.4369 0.5397 -0.4246
C -2.6912 1.0083 -2.9643
C -2.3050 2.4422 -2.6458
C -1.8773 2.5490 -1.1566
C -0.8630 3.6651 -0.9219
O -1.2310 4.8088 -0.8665
N 0.4918 3.2735 -0.8184
C 1.2382 3.9392 0.2165
C 1.3428 5.3226 0.3321
C 2.1012 5.8721 1.3459
C 2.7943 5.0806 2.2566
C 2.6849 3.7006 2.1476
C 1.9167 3.1463 1.1314
C -1.9252 0.1262 -3.7274
C -0.5778 0.5605 -4.2550
O 0.0620 1.4290 -3.7171
H 2.6463 1.7613 -8.5015
H 4.2528 2.1332 -7.8194
H 3.5649 0.5403 -7.6498
H 0.7486 0.2680 -7.4174
H 1.9189 -0.2640 -6.2198
H -3.4218 -3.8009 -3.8426
H -4.8595 -2.9742 -4.5153
H -4.7153 -2.9908 -1.5655
H -4.4714 -5.5625 -3.0624
H -4.0553 -5.1142 -1.4111
H -5.7190 -5.4612 -1.7693
H -6.9412 -3.9254 -2.4161
H -5.2813 -1.0691 -2.3039
H -4.6579 2.4411 -1.6289
H -4.6158 1.0886 -0.5269
H -3.2155 3.0315 -2.7637
H -1.5797 2.8721 -3.3248
H -1.5552 1.5915 -0.7413
H -2.7410 2.8714 -0.5751
H 0.4956 2.2876 -0.5813
H 0.8281 5.9426 -0.3877
H 2.1793 6.9464 1.4633
H 3.3971 5.5359 3.0301
H 3.2400 3.0992 2.8590
H 1.8554 2.0620 1.0611
C 1.5427 -1.3492 4.5515
C 0.1624 -1.2355 4.2389
C -0.0376 0.0108 3.7073
N 1.1683 0.6591 3.6882
C 2.1356 -0.1667 4.1952
H 2.0415 -2.1997 4.9855
H -0.5969 -1.9838 4.3898
H -0.9310 0.4919 3.3416
H 1.3237 1.5875 3.3349
H 3.1601 0.1589 4.2607
C 6.0804 4.4164 -7.9539
C 5.6554 5.0146 -9.1721
C 6.7185 4.9833 -10.0348
N 7.7676 4.3923 -9.3851
C 7.3867 4.0410 -8.1184
H 5.4942 4.2784 -7.0588
H 4.6816 5.4216 -9.3881
H 6.8184 5.3298 -11.0491
H 8.6780 4.2410 -9.7773
H 8.0744 3.5579 -7.4458
C 3.2204 6.1086 -4.4284
C 3.9362 6.4668 -3.2526
C 3.5085 5.6369 -2.2498
N 2.5621 4.7991 -2.7717
C 2.3847 5.0754 -4.0948
H 3.3129 6.5549 -5.4049
H 4.6792 7.2412 -3.1563
H 3.7940 5.5710 -1.2137
H 2.0684 4.0857 -2.2632
H 1.6832 4.5109 -4.6841
C 5.4142 -2.3448 8.5591
C 4.0650 -1.9135 8.4420
C 3.9990 -1.0588 7.3742
N 5.2564 -0.9559 6.8426
C 6.1234 -1.7398 7.5572
H 5.8163 -3.0207 9.2949
H 3.2378 -2.1984 9.0705
H 3.1703 -0.5187 6.9489
H 5.5059 -0.3927 6.0515
H 7.1656 -1.7966 7.2924
C -4.5722 -1.6108 2.8690
C -4.8257 -1.1031 1.5648
C -3.6939 -1.3240 0.8192
N -2.7721 -1.9387 1.6245
C -3.3018 -2.1209 2.8712
H -5.2474 -1.6025 3.7086
H -5.7391 -0.6320 1.2274
H -3.4621 -1.0992 -0.2088
H -1.8478 -2.2140 1.3451
H -2.7316 -2.5956 3.6510
C -11.6351 -2.1419 1.3485
C -12.2471 -2.6797 0.1844
C -11.3727 -2.5027 -0.8545
N -10.2591 -1.8776 -0.3649
C -10.4096 -1.6571 0.9772
H -12.0473 -2.1150 2.3432
H -13.2174 -3.1428 0.1183
H -11.4475 -2.7660 -1.8956
H -9.4548 -1.6190 -0.9072
H -9.6351 -1.1760 1.5505
C -3.0910 0.1886 8.3198
C -3.7358 -0.3353 7.1668
C -2.8889 -0.1477 6.1058
N -1.7632 0.4709 6.5720
C -1.8753 0.6769 7.9189
H -3.4750 0.2040 9.3261
H -4.7082 -0.7973 7.1224
H -2.9915 -0.4002 5.0636
H -0.9753 0.7302 6.0057
H -1.0845 1.1510 8.4749
C 6.7267 0.8230 12.4938
C 6.0888 0.2911 11.3395
C 6.9362 0.4797 10.2817
N 8.0588 1.1078 10.7509
C 7.9407 1.3176 12.0986
H 6.3382 0.8394 13.4984
H 5.1200 -0.1770 11.2905
H 6.8365 0.2218 9.2420
H 8.8479 1.3735 10.1926
H 8.7262 1.7978 12.6566
C 0.4069 -7.3501 -2.1463
C -0.2865 -6.8094 -1.0286
C -0.8361 -5.6207 -1.4270
N -0.4986 -5.4199 -2.7412
C 0.2559 -6.4725 -3.1856
H 0.9530 -8.2777 -2.1814
H -0.3721 -7.2449 -0.0470
H -1.4357 -4.9028 -0.8926
H -0.7678 -4.6254 -3.2968
H 0.6182 -6.5042 -4.1987
C 4.1181 -2.8493 -1.8710
C 4.0739 -4.0338 -1.0860
C 2.8232 -4.5748 -1.2308
N 2.1104 -3.7637 -2.0676
C 2.8921 -2.7119 -2.4656
H 4.9528 -2.1780 -1.9862
H 4.8697 -4.4420 -0.4857
H 2.3791 -5.4626 -0.8145
H 1.1593 -3.9211 -2.3478
H 2.5107 -1.9581 -3.1346

These are the Mulliken partial charges, in e, on atoms 1 to 8: -0.95 0.69 -0.50 -0.26 -1.21 0.12 0.34 -0.20

no.,HOMO-LUMO gap (eV)
1,2.6
2,9.1
3,5.8